Entry 1:
52
Properties=species:S:1:pos:R:3:forces:R:3:lowdin_spin:R:1 method="wB97M-V/def2-TZVPD" homo_ev="-9.79 / -9.81" charge=+1 e_tot_ev=-114032.2028 spin_multiplicity=2 e_lumo_ha="-0.1816 / -0.1772" gap_ev="4.9 / 5.0"
W -1.478044 -1.048195 -0.384130 -0.124 0.296 0.609 0.923
O -2.990407 0.475569 2.858774 -0.178 0.065 -0.046 0.002
C -2.584917 0.005732 1.715785 0.009 0.081 -0.385 0.006
O -2.944571 -1.110371 1.237390 0.303 -0.814 -0.066 0.018
C -0.143437 -1.299719 2.585167 0.073 0.762 0.110 0.006
C 1.202204 -1.195166 3.354975 -0.291 -0.573 -0.705 -0.002
C 2.319538 -1.843578 2.653644 0.183 0.103 0.468 0.003
C 2.283934 -2.105052 1.326625 0.024 -0.588 -0.310 -0.001
C 1.072740 -1.948131 0.625748 -0.126 0.371 -0.014 0.005
N -0.080071 -1.646069 1.264892 -0.050 -0.354 -0.403 0.000
C 0.827869 -2.016511 -0.918600 0.508 1.402 0.129 0.010
O 1.843697 -2.575531 -1.654014 -0.160 -0.816 0.305 0.002
O -0.441754 -2.543149 -1.117655 -0.119 -0.130 0.252 0.010
H -3.580396 -0.166958 3.281914 0.074 -0.043 0.027 0.000
H 1.130001 -1.485937 4.402275 -0.111 -0.092 -0.019 0.000
H 3.207434 -2.116268 3.215296 0.055 0.156 -0.036 0.000
H 3.140208 -2.503570 0.800230 -0.026 -0.028 -0.007 0.000
H 1.469544 -3.231546 -2.258492 0.012 -0.040 0.039 0.000
S -3.119280 -2.353560 -1.564056 0.249 0.111 -0.031 -0.011
C -3.701624 -0.759393 -1.992154 -0.213 -0.092 -0.006 0.015
C -4.749161 -0.425686 -2.835782 0.025 -0.043 0.030 -0.002
C -5.013480 0.917202 -3.026119 0.041 0.048 0.025 0.012
C -4.247636 1.882036 -2.369843 -0.057 -0.039 -0.042 -0.001
C -3.220473 1.473197 -1.554087 0.109 0.070 0.023 0.007
N -2.948820 0.170890 -1.390300 -0.016 -0.051 -0.165 0.004
H -5.327223 -1.204216 -3.312041 -0.010 0.016 -0.014 0.000
H -5.820910 1.221021 -3.679037 -0.009 -0.003 0.008 0.001
H -4.448433 2.935948 -2.490291 -0.007 -0.002 -0.003 0.000
H -2.606983 2.171001 -1.006720 0.088 -0.037 0.025 0.000
Cl -0.621992 -0.576911 -3.710463 0.079 0.217 -0.085 0.005
C 0.728760 -0.170884 -2.719690 0.171 -0.532 0.057 0.000
C 0.616856 -0.481896 -1.294061 -1.478 -0.085 1.804 -0.012
C 1.602122 0.265973 -0.470635 0.988 -1.688 -2.295 -0.008
Cl 1.212819 1.267837 0.715930 -0.690 5.012 -0.200 0.004
C 2.953512 0.069107 -0.983666 0.086 1.558 0.306 0.000
Cl 4.333101 0.086700 0.051642 -0.058 -0.174 -0.111 -0.001
C 3.086302 0.258262 -2.322256 -0.075 -0.364 -0.371 -0.004
Cl 4.622156 0.453808 -3.040085 -0.061 -0.112 0.045 -0.002
C 1.911986 0.241078 -3.211604 0.003 0.045 0.047 -0.003
Cl 2.103144 0.638522 -4.865244 0.016 0.013 -0.021 -0.001
O -1.834345 0.688049 0.957801 0.355 -0.281 0.228 0.002
N 1.113982 0.571296 1.944368 -2.981 -2.312 -0.021 0.001
C -0.030665 1.977383 0.188511 0.355 -1.322 -0.716 0.014
C 2.424706 2.288330 1.018802 2.132 -0.119 2.139 -0.002
C 2.984397 2.148131 2.389766 -0.611 -0.414 -0.529 0.000
C 2.601447 1.345857 3.423805 -0.315 -0.964 0.594 -0.002
C 1.327865 0.435483 3.308179 2.247 1.980 -0.531 0.000
H -0.497173 2.764202 -0.360517 -0.017 0.218 0.205 0.000
H 2.775505 3.057460 0.349864 -0.177 -0.274 -0.389 0.000
H 3.842830 2.777278 2.589652 -0.052 0.155 -0.033 0.000
H 3.161111 1.358015 4.349843 -0.003 0.152 0.006 0.000
H 0.532040 0.862937 3.920653 -0.169 -0.443 0.070 0.000

=====

Entry 2:
39
Properties=species:S:1:pos:R:3:forces:R:3:nbo_charge:R:1 method="wB97M-V/def2-TZVPD" homo_ev=-7.79 relative_energy_kj_mol=961.6 e_tot_ev=-27031.9805 spin_multiplicity=1 e_lumo_ha=-0.0151 gap_ev=7.4
H -0.014951 0.452172 0.542395 -1.455 3.393 0.871 0.455
H 0.058759 -0.327909 -0.814063 0.371 0.462 2.237 0.491
H 0.481541 -0.576295 -4.493332 0.454 -0.193 -0.171 0.473
H 1.179388 -1.767134 -5.195414 3.461 -1.103 -0.728 0.470
H 0.427527 1.846460 2.404816 -0.392 -0.212 0.380 0.482
H 1.796491 1.212007 2.295612 -0.250 0.601 -0.005 0.512
H -3.196303 -0.286826 1.448994 -0.135 -1.291 0.537 0.453
H -2.131848 0.795276 1.702238 -0.762 -0.686 0.418 0.453
H -3.580834 -2.280831 -0.998668 -1.437 1.277 0.721 0.473
H -2.330494 -2.121313 -1.890784 -0.402 0.375 0.189 0.459
H 1.008065 3.305072 -0.578398 -1.768 -1.143 0.633 0.472
H 1.065170 2.299192 0.552002 -0.509 -0.313 -0.381 0.472
H 4.020144 -0.049461 -0.108162 0.463 -0.317 0.303 0.473
H 5.190734 -0.101262 0.944871 -0.980 -0.888 -1.194 0.470
H 2.869076 2.828117 -3.219114 0.344 -0.707 -1.119 0.468
H 2.481594 3.688833 -2.137575 0.973 -2.017 0.351 0.457
H -0.767421 -3.704398 1.765275 0.185 -0.019 0.371 0.489
H -1.873356 -4.006669 2.858925 0.649 0.139 -1.171 0.457
H -3.186788 2.302221 0.092482 -1.195 1.385 -0.402 0.471
H -1.740563 1.981209 0.039945 0.018 0.467 -0.995 0.454
H -0.881904 -1.465810 1.789363 0.510 -1.098 2.346 0.496
H -1.252348 -1.895118 3.311758 -1.004 0.146 0.084 0.471
H 0.457498 3.592116 1.916843 -0.221 1.229 -0.092 0.457
H 1.677104 3.804966 1.145992 -0.732 1.540 0.879 0.443
H -1.026334 -3.729094 -2.141023 0.274 -1.294 1.555 0.463
H -0.018307 -4.792460 -1.699430 0.275 -0.221 -0.008 0.457
O 0.306070 -0.299257 0.163523 1.040 -3.961 -3.145 -0.943
O 0.384784 -1.407095 -4.966621 -3.920 1.300 0.938 -0.942
O 1.323362 2.061132 2.141593 1.377 -2.871 1.266 -0.951
O -3.071264 0.646374 1.561795 -3.052 -6.248 9.889 -0.893
O -2.880197 -2.735302 -1.397380 1.478 -1.231 -0.977 -0.931
O 0.411611 2.686372 -0.057346 1.052 -0.056 -2.760 -0.981
O 4.658769 -0.658466 0.307274 0.502 1.230 0.868 -0.942
O 2.874879 2.756724 -2.273098 -1.236 2.813 0.713 -0.924
O -1.706749 -3.797335 1.912588 -1.716 -1.383 0.385 -0.949
O -2.612009 1.575631 0.223475 5.161 6.394 -9.523 -0.940
O -0.551600 -1.837171 2.682735 1.434 2.291 -2.062 -0.971
O 0.938593 4.331734 1.535466 1.295 1.070 0.347 -0.905
O -0.787892 -4.326401 -1.369554 -0.151 1.137 -1.547 -0.921